Molecular formula: C22H25O7
Method: DFT, ωB97M-V with the def2-TZVPD basis set

Positions of all 54 atoms, in Å:
C (-4.749, -3.926, 0.924)
O (-4.811, -2.480, 0.967)
C (-3.632, -1.809, 0.828)
C (-3.437, -0.606, 1.596)
C (-2.162, -0.096, 1.720)
C (-1.112, -0.652, 0.977)
C (0.192, 0.060, 0.863)
C (1.283, -0.760, 1.236)
C (2.684, -0.269, 1.284)
O (2.970, 0.901, 1.429)
O (3.695, -1.196, 1.182)
C (3.363, -2.603, 1.078)
C (3.054, -3.018, -0.352)
C (4.556, -3.423, 1.597)
O (2.274, -2.897, 1.973)
C (1.196, -2.050, 2.037)
O (0.282, -2.390, 2.759)
C (-1.299, -1.853, 0.285)
C (-2.545, -2.435, 0.175)
H (-5.682, -4.244, 1.393)
H (-4.712, -4.308, -0.107)
H (-3.870, -4.273, 1.484)
H (-4.304, -0.124, 2.057)
H (-1.958, 0.785, 2.347)
H (0.280, 1.107, 1.249)
H (2.286, -2.362, -0.774)
H (3.961, -2.928, -0.974)
H (2.705, -4.064, -0.377)
H (4.823, -3.124, 2.611)
H (4.312, -4.490, 1.627)
H (5.447, -3.297, 0.968)
H (-0.428, -2.290, -0.243)
H (-2.657, -3.385, -0.363)
C (0.103, 5.447, -1.485)
C (-0.067, 3.920, -1.663)
C (-0.377, 3.644, -3.140)
C (1.203, 3.144, -1.244)
C (1.099, 1.588, -1.273)
O (2.097, 0.889, -1.444)
C (-0.189, 0.943, -0.995)
C (-1.392, 1.798, -1.006)
O (-2.503, 1.312, -1.231)
C (-1.185, 3.323, -0.779)
H (0.311, 5.760, -0.454)
H (0.930, 5.837, -2.096)
H (-0.790, 6.007, -1.806)
H (-0.478, 2.569, -3.308)
H (-1.311, 4.140, -3.444)
H (0.437, 4.012, -3.780)
H (2.091, 3.423, -1.833)
H (1.432, 3.409, -0.199)
H (-0.326, -0.007, -1.551)
H (-0.946, 3.533, 0.273)
H (-2.144, 3.810, -1.000)

Output
- Total charge: -1
- Largest force on an atom: 2.85 eV/Å
- Spin multiplicity: 1
- LUMO level: 2.9 eV
- Orbital gap: 6.81 eV

=====

Molecular formula: C22H26Ca2N4O14
Method: DFT, ωB97M-V with the def2-TZVPD basis set

Positions of all 68 atoms, in Å:
Ca (-3.688, -16.282, -31.612)
Ca (-3.553, -18.662, -28.572)
C (-5.692, -17.455, -29.940)
O (-4.965, -18.220, -30.526)
O (-5.822, -16.385, -30.563)
O (-5.642, -17.529, -28.676)
C (-1.458, -17.434, -29.969)
O (-1.300, -18.628, -29.542)
O (-2.547, -16.866, -29.730)
O (-0.685, -17.001, -30.809)
C (-4.775, -19.872, -25.764)
O (-4.036, -20.105, -26.694)
N (-4.546, -20.277, -24.533)
N (-5.818, -19.114, -25.792)
H (-5.179, -19.896, -23.844)
H (-3.592, -20.559, -24.358)
H (-6.312, -18.931, -24.930)
H (-6.199, -18.804, -26.674)
C (-3.906, -13.610, -29.709)
O (-3.525, -14.120, -30.744)
N (-4.590, -14.190, -28.829)
N (-3.857, -12.363, -29.417)
H (-5.123, -13.568, -28.238)
H (-4.932, -15.129, -28.975)
H (-3.366, -11.624, -29.899)
H (-4.186, -12.301, -28.464)
C (-6.764, -17.989, -33.562)
C (-7.030, -17.430, -34.817)
C (-7.150, -18.213, -35.930)
C (-7.073, -19.606, -35.844)
C (-6.547, -20.150, -34.611)
C (-6.438, -19.351, -33.456)
O (-6.040, -19.864, -32.329)
O (-7.421, -17.754, -37.181)
H (-6.835, -17.368, -32.681)
H (-7.168, -16.360, -34.862)
H (-7.254, -20.302, -36.650)
H (-6.329, -21.207, -34.668)
H (-5.574, -19.251, -31.755)
H (-7.925, -18.480, -37.558)
C (-9.384, -15.301, -30.616)
C (-10.611, -15.202, -30.066)
C (-11.667, -14.727, -30.856)
C (-11.451, -14.350, -32.178)
C (-10.144, -14.514, -32.744)
C (-9.123, -14.894, -31.928)
O (-7.839, -14.846, -32.339)
O (-12.987, -14.588, -30.361)
H (-8.604, -15.595, -29.929)
H (-10.796, -15.315, -29.007)
H (-12.244, -13.881, -32.742)
H (-9.909, -14.194, -33.748)
H (-7.270, -15.103, -31.610)
H (-13.584, -14.005, -30.836)
C (-9.779, -17.509, -26.835)
C (-8.568, -17.084, -27.304)
C (-7.830, -16.091, -26.618)
C (-8.279, -15.604, -25.423)
C (-9.520, -16.004, -24.929)
C (-10.176, -16.992, -25.581)
O (-11.214, -17.543, -25.034)
O (-6.676, -15.561, -27.105)
H (-10.454, -18.057, -27.476)
H (-8.273, -17.359, -28.306)
H (-7.658, -14.989, -24.789)
H (-9.809, -15.676, -23.942)
H (-11.439, -17.086, -24.220)
H (-6.373, -16.182, -27.772)

Output
- Total charge: 0
- Largest force on an atom: 8.82 eV/Å
- Spin multiplicity: 1
- LUMO level: -0.4 eV
- Orbital gap: 7.22 eV

=====

Molecular formula: C22H26Cl2FN3OSi
Method: DFT, ωB97M-V with the def2-TZVPD basis set

Positions of all 56 atoms, in Å:
C (-1.746, -5.563, 1.580)
C (-1.555, -4.058, 1.216)
Si (-2.217, -2.926, 2.562)
C (-1.847, -1.073, 2.236)
C (-1.432, -0.835, 0.818)
O (-0.363, -1.123, 0.405)
F (-2.260, -0.260, -0.045)
C (-4.037, -3.260, 2.969)
Cl (-4.386, -4.339, 4.332)
C (-5.065, -2.742, 2.283)
C (-4.893, -1.862, 1.057)
Cl (-6.721, -3.089, 2.762)
H (-2.382, -5.656, 2.461)
H (-0.787, -6.018, 1.824)
H (-2.146, -6.130, 0.743)
H (-1.916, -3.819, 0.213)
H (-0.477, -3.867, 1.176)
H (-1.471, -3.252, 3.796)
H (-2.673, -0.421, 2.521)
H (-1.000, -0.773, 2.857)
H (-5.872, -1.652, 0.638)
H (-4.422, -0.911, 1.286)
H (-4.280, -2.419, 0.348)
N (0.586, 1.363, 3.396)
C (1.050, 2.270, 4.256)
C (1.815, 3.363, 3.883)
C (2.118, 3.527, 2.539)
C (1.646, 2.597, 1.627)
C (0.890, 1.539, 2.106)
H (0.791, 2.102, 5.296)
H (2.163, 4.068, 4.625)
H (2.713, 4.369, 2.210)
H (1.857, 2.684, 0.567)
H (0.506, 0.783, 1.435)
N (2.849, 3.419, -1.316)
C (3.601, 4.445, -0.914)
C (4.752, 4.858, -1.565)
C (5.150, 4.165, -2.697)
C (4.384, 3.097, -3.132)
C (3.247, 2.768, -2.410)
H (3.254, 4.956, -0.023)
H (5.321, 5.699, -1.194)
H (6.045, 4.456, -3.234)
H (4.657, 2.532, -4.011)
H (2.614, 1.944, -2.715)
N (0.726, 1.052, -4.539)
C (0.725, 0.232, -5.591)
C (0.261, -1.072, -5.555)
C (-0.230, -1.561, -4.356)
C (-0.237, -0.731, -3.248)
C (0.249, 0.560, -3.391)
H (1.117, 0.656, -6.509)
H (0.283, -1.688, -6.444)
H (-0.602, -2.575, -4.286)
H (-0.610, -1.075, -2.292)
H (0.258, 1.248, -2.552)

Output
- Total charge: 0
- Largest force on an atom: 1.40 eV/Å
- Spin multiplicity: 1
- SMILES: CC[Si@@H](CC(=O)F)/C(Cl)=C(\C)Cl.c1ccncc1.c1ccncc1.c1ccncc1
- LUMO level: 0.6 eV
- Orbital gap: 10.00 eV

=====

Molecular formula: C22H26Cl2N5O2Rb
Method: DFT, ωB97M-V with the def2-TZVPD basis set

Positions of all 58 atoms, in Å:
Rb (0.532, 1.002, -1.208)
C (0.030, -2.720, -2.791)
C (-0.682, -1.644, -3.310)
C (-1.894, -1.272, -2.744)
C (-2.389, -1.963, -1.646)
C (-1.688, -3.048, -1.137)
C (-0.484, -3.432, -1.714)
H (0.975, -3.008, -3.231)
H (-0.294, -1.107, -4.167)
H (-2.456, -0.445, -3.157)
H (-3.324, -1.656, -1.194)
H (-2.086, -3.602, -0.296)
H (0.059, -4.284, -1.323)
N (2.920, -0.286, 2.893)
C (2.593, -1.531, 3.606)
C (2.510, -2.719, 2.646)
C (1.292, -2.745, 1.719)
N (1.419, -1.754, 0.646)
C (0.003, -2.502, 2.509)
C (0.063, -1.283, 3.427)
N (0.147, -0.017, 2.649)
C (1.268, -1.367, 4.364)
H (3.554, -0.450, 2.108)
H (3.361, 0.378, 3.517)
H (1.144, 0.118, 2.377)
H (3.368, -1.775, 4.342)
H (2.484, -3.627, 3.256)
H (3.422, -2.768, 2.046)
H (1.236, -3.761, 1.306)
H (0.890, -2.058, -0.163)
H (2.392, -1.654, 0.366)
H (-0.201, -3.369, 3.145)
H (-0.841, -2.408, 1.819)
H (-0.862, -1.228, 4.004)
H (-0.178, 0.816, 3.165)
H (-0.448, 0.048, 1.803)
H (1.122, -2.223, 5.027)
H (1.310, -0.478, 5.002)
Cl (-2.292, 2.186, -1.942)
C (-2.172, 3.018, -0.399)
C (-2.651, 4.334, -0.352)
C (-2.636, 5.029, 0.816)
Cl (-3.238, 6.663, 0.850)
C (-2.138, 4.428, 1.999)
C (-2.106, 5.092, 3.245)
C (-1.613, 4.451, 4.342)
C (-1.141, 3.137, 4.190)
N (-1.152, 2.488, 3.053)
C (-1.648, 3.101, 1.944)
C (-1.652, 2.326, 0.701)
O (-1.211, 1.131, 0.641)
H (-3.041, 4.788, -1.253)
H (-2.475, 6.106, 3.309)
H (-1.577, 4.931, 5.310)
H (-0.735, 2.611, 5.050)
O (4.316, -0.770, 0.310)
C (3.765, 0.027, -0.437)
N (3.190, 0.774, -1.146)

Output
- Total charge: 0
- Largest force on an atom: 0.78 eV/Å
- Relative energy (zero: lowest compared OMol25 entry of this formula, charge and spin): 13.97 kcal/mol
- Spin multiplicity: 1
- LUMO level: 0.1 eV
- Orbital gap: 7.56 eV

=====

Molecular formula: C22H26ClNO4S
Method: DFT, ωB97M-V with the def2-TZVPD basis set

Positions of all 55 atoms, in Å:
C (-5.518, -1.470, 1.987)
C (-4.750, -1.678, 0.551)
H (-4.940, -2.580, 0.131)
H (-5.200, -0.968, -0.206)
O (-3.463, -1.689, 0.560)
C (-2.832, -1.515, -0.357)
O (-3.340, -1.655, -1.343)
C (-1.315, -1.186, -0.244)
C (-0.580, -1.277, -1.547)
N (0.933, -1.281, -1.217)
C (1.545, 0.033, -1.608)
O (1.033, 0.782, -2.467)
C (3.027, -0.218, -1.264)
C (4.123, 0.281, -1.889)
C (5.259, 0.422, -1.302)
C (4.986, 0.385, 0.296)
S (3.433, -0.072, 0.590)
C (5.997, 0.626, 1.355)
O (5.844, 1.947, 1.954)
C (5.844, 3.080, 1.402)
H (5.131, 3.066, 0.349)
H (5.530, 3.937, 2.131)
H (6.890, 3.263, 0.961)
H (5.950, -0.086, 2.177)
H (7.042, 0.917, 0.598)
H (6.316, 0.648, -1.626)
H (4.079, -0.005, -3.003)
C (1.423, -2.161, -0.430)
H (2.392, -2.307, -0.203)
C (0.755, -2.322, 1.048)
C (-0.786, -2.212, 0.765)
H (-1.317, -2.257, 1.659)
H (-1.053, -3.247, 0.407)
H (1.030, -3.265, 1.546)
H (0.990, -1.440, 1.501)
H (1.168, -3.060, -0.865)
H (-0.785, -0.482, -2.291)
H (-0.773, -2.229, -1.677)
C (-1.137, 0.235, 0.538)
C (-2.161, 1.333, 0.002)
C (-1.634, 1.801, -1.103)
C (-2.753, 2.829, -1.603)
C (-3.951, 2.941, -1.237)
C (-4.215, 2.190, -0.061)
C (-3.379, 1.518, 0.433)
H (-3.380, 0.904, 1.419)
Cl (-5.621, 2.496, 0.708)
H (-4.429, 3.513, -1.682)
H (-2.323, 3.361, -2.858)
H (-0.881, 1.791, -1.675)
H (-0.058, 0.561, 0.344)
H (-1.305, 0.155, 1.538)
H (-6.448, -1.589, 1.709)
H (-5.351, -0.537, 2.353)
H (-5.037, -2.228, 2.748)

Output
- Total charge: 0
- Largest force on an atom: 18.52 eV/Å
- Relative energy (zero: lowest compared OMol25 entry of this formula, charge and spin): 447.07 kcal/mol
- Spin multiplicity: 1
- LUMO level: -0.5 eV
- Orbital gap: 7.92 eV

=====

Molecular formula: C22H26FN3O3S
Method: DFT, ωB97M-V with the def2-TZVPD basis set

Positions of all 56 atoms, in Å:
C (2.354, -2.147, 0.463)
H (2.316, -2.155, -0.623)
H (1.957, -3.092, 0.824)
H (3.389, -2.057, 0.784)
C (1.543, -0.977, 1.027)
N (2.267, 0.283, 0.915)
C (2.708, 0.654, -0.425)
C (3.608, 1.886, -0.332)
N (2.949, 2.986, 0.324)
S (2.138, 4.086, -0.610)
O (2.931, 4.283, -1.789)
O (1.844, 5.213, 0.217)
C (0.584, 3.346, -1.161)
C (-0.560, 3.355, -0.386)
C (-1.736, 2.778, -0.835)
C (-1.755, 2.167, -2.076)
C (-0.616, 2.154, -2.864)
C (0.546, 2.751, -2.408)
H (1.445, 2.775, -3.003)
H (-0.633, 1.675, -3.831)
H (-2.661, 1.694, -2.423)
H (-2.613, 2.811, -0.206)
F (-0.548, 3.906, 0.842)
C (2.399, 2.634, 1.608)
H (1.819, 3.487, 1.961)
C (1.530, 1.377, 1.533)
H (1.255, 1.078, 2.550)
H (0.607, 1.596, 0.978)
H (3.235, 2.457, 2.294)
H (3.900, 2.233, -1.323)
H (4.505, 1.643, 0.247)
H (3.290, -0.168, -0.842)
H (1.860, 0.864, -1.089)
H (1.413, -1.121, 2.107)
C (0.161, -0.946, 0.353)
O (-0.077, -0.212, -0.591)
N (-0.802, -1.762, 0.852)
C (-2.097, -1.759, 0.270)
C (-2.850, -0.605, 0.137)
C (-4.129, -0.689, -0.387)
C (-4.654, -1.917, -0.752)
C (-3.896, -3.069, -0.615)
C (-2.609, -2.998, -0.112)
C (-1.680, -4.170, -0.010)
C (-0.936, -4.193, 1.335)
C (-0.705, -2.772, 1.888)
H (-1.485, -2.545, 2.626)
H (0.256, -2.718, 2.393)
H (-1.515, -4.756, 2.067)
H (0.017, -4.708, 1.203)
H (-0.945, -4.074, -0.815)
H (-2.217, -5.107, -0.160)
H (-4.302, -4.025, -0.912)
H (-5.656, -1.979, -1.150)
H (-4.722, 0.206, -0.499)
H (-2.430, 0.342, 0.432)

Output
- Total charge: 0
- Largest force on an atom: 1.06 eV/Å
- Relative energy (zero: lowest compared OMol25 entry of this formula, charge and spin): 5.38 kcal/mol
- Spin multiplicity: 1
- SMILES: C[C@H](C(=O)N1CCCc2ccccc21)N1CCN(S(=O)(=O)c2ccccc2F)CC1
- LUMO level: 0.6 eV
- Orbital gap: 9.10 eV

=====

Molecular formula: C22H26Ge2O3PdSSbSe4
Method: DFT, ωB97M-V with the def2-TZVPD basis set

Positions of all 60 atoms, in Å:
Pd (-0.392, -1.080, -0.450)
Se (-1.322, -3.245, -4.239)
Sb (-0.410, -1.241, -3.081)
Se (-2.448, -0.259, -1.866)
Se (1.440, -2.200, -1.909)
Se (-0.052, 0.601, -4.704)
C (-2.055, -6.819, -1.238)
C (-1.834, -5.614, -0.365)
C (-0.709, -5.505, 0.447)
C (-0.504, -4.385, 1.240)
C (-1.432, -3.357, 1.228)
C (-2.574, -3.457, 0.438)
C (-2.764, -4.577, -0.352)
S (-1.087, -1.833, 2.105)
O (0.333, -1.587, 1.775)
O (-1.402, -1.945, 3.495)
O (-1.905, -0.837, 1.358)
H (-1.190, -7.481, -1.228)
H (-2.245, -6.522, -2.271)
H (-2.921, -7.389, -0.897)
H (0.026, -6.300, 0.451)
H (0.389, -4.289, 1.844)
H (-3.292, -2.647, 0.444)
H (-3.649, -4.650, -0.976)
C (-2.858, 2.463, 0.789)
Ge (-1.043, 2.638, 1.508)
C (-1.019, 1.936, 3.332)
C (-0.538, 4.542, 1.569)
Ge (0.541, 1.438, 0.068)
C (2.296, 1.204, 0.891)
C (3.286, 0.430, 0.284)
C (4.531, 0.277, 0.880)
C (4.798, 0.891, 2.095)
C (3.818, 1.650, 2.716)
C (2.574, 1.802, 2.119)
C (0.731, 2.382, -1.662)
C (-0.160, 3.395, -2.016)
C (-0.028, 4.084, -3.219)
C (0.995, 3.767, -4.096)
C (1.882, 2.747, -3.775)
C (1.746, 2.053, -2.566)
H (-3.525, 3.053, 1.421)
H (-3.171, 1.419, 0.832)
H (-2.948, 2.817, -0.237)
H (-1.825, 2.422, 3.885)
H (-0.077, 2.149, 3.833)
H (-1.188, 0.860, 3.336)
H (-1.240, 5.072, 2.215)
H (-0.556, 5.001, 0.582)
H (0.467, 4.658, 1.979)
H (3.079, -0.088, -0.642)
H (5.286, -0.331, 0.398)
H (5.767, 0.767, 2.561)
H (4.018, 2.121, 3.670)
H (1.813, 2.397, 2.619)
H (-0.965, 3.665, -1.344)
H (-0.728, 4.873, -3.464)
H (1.103, 4.307, -5.028)
H (2.689, 2.489, -4.449)
H (2.451, 1.267, -2.337)

Output
- Total charge: 0
- Largest force on an atom: 1.25 eV/Å
- Relative energy (zero: lowest compared OMol25 entry of this formula, charge and spin): 36.36 kcal/mol
- Spin multiplicity: 6
- LUMO level (spin up / spin down): -1.9 / -3.5 eV
- Orbital gap (spin up / spin down): 4.84 / 5.42 eV

=====

Molecular formula: C22H26MoN3S2
Method: DFT, ωB97M-V with the def2-TZVPD basis set

Positions of all 54 atoms, in Å:
Mo (-0.462, 0.194, 0.340)
C (-0.522, 2.563, -0.570)
C (-1.793, 2.016, -0.171)
C (-1.724, 1.802, 1.244)
C (-0.389, 2.083, 1.679)
C (0.319, 2.603, 0.538)
C (1.734, 3.081, 0.570)
C (0.112, 2.119, 3.090)
C (-2.876, 1.425, 2.126)
C (-3.022, 1.981, -1.026)
C (-0.179, 2.982, -1.964)
H (2.194, 3.033, -0.417)
H (2.339, 2.465, 1.235)
H (1.784, 4.117, 0.918)
H (-0.450, 1.434, 3.725)
H (0.028, 3.123, 3.523)
H (1.159, 1.820, 3.139)
H (-2.535, 0.903, 3.020)
H (-3.572, 0.763, 1.611)
H (-3.428, 2.317, 2.443)
H (-3.755, 1.275, -0.632)
H (-2.781, 1.663, -2.041)
H (-3.501, 2.964, -1.086)
H (0.890, 2.894, -2.155)
H (-0.474, 4.021, -2.142)
H (-0.685, 2.352, -2.694)
S (1.873, -0.311, 0.592)
C (2.470, -0.764, -0.992)
C (3.815, -1.089, -1.158)
C (4.326, -1.456, -2.396)
C (5.717, -1.778, -2.520)
N (6.837, -2.032, -2.596)
C (3.468, -1.503, -3.508)
C (2.126, -1.183, -3.345)
C (1.611, -0.813, -2.105)
S (-0.091, -0.417, -1.950)
C (3.954, -1.876, -4.804)
N (4.323, -2.179, -5.851)
H (4.475, -1.054, -0.301)
H (1.464, -1.220, -4.201)
C (-2.544, -2.410, 2.627)
C (-1.658, -2.521, 1.385)
C (-2.439, -3.143, 0.226)
C (-0.415, -3.357, 1.693)
N (-1.231, -1.208, 0.989)
H (-2.883, -3.397, 2.952)
H (-3.420, -1.794, 2.414)
H (-1.987, -1.945, 3.443)
H (-2.746, -4.165, 0.468)
H (-1.818, -3.158, -0.670)
H (-3.330, -2.550, 0.009)
H (-0.698, -4.368, 1.998)
H (0.165, -2.891, 2.491)
H (0.224, -3.413, 0.811)

Output
- Total charge: -1
- Largest force on an atom: 0.10 eV/Å
- Relative energy (zero: lowest compared OMol25 entry of this formula, charge and spin): 0.05 kcal/mol
- Spin multiplicity: 1
- LUMO level: 2.7 eV
- Orbital gap: 6.87 eV